# 1
2 unconnected molecules or ions with the total composition C4H13NO at a distorted geometry, computed with ωB97M-V/def2-TZVPD.

Results
total charge: 0
energy above the lowest of the compared OMol25 structures with the same formula, charge and spin: 1.593 eV
SMILES string: CC[C@H](C)N.O
strongest force on any atom: 7.3 eV/Å
HOMO energy: -8.56 eV

XYZ file:
```
19
Properties=species:S:1:pos:R:3:lowdin_charge:R:1
O 2.6072 1.1176 -1.4146 -0.02
H -1.0558 -0.9035 -2.1739 0.03
C -0.8191 -0.1606 -0.1373 -0.44
C -0.6910 -1.2772 -1.3032 -0.05
C -0.4427 0.3276 2.3733 -0.09
H -0.5607 1.2990 -1.5845 0.06
H -1.4261 -2.0956 -0.9715 0.10
H -0.5349 1.4021 2.0449 0.08
H 2.4400 0.6700 -2.2106 0.02
H -1.9757 -0.1397 -0.0430 0.15
C -0.0597 -0.5761 1.1187 -0.22
H 0.7444 0.8915 -0.6930 0.00
H 0.1982 0.1399 3.2096 0.05
H -1.4754 0.2153 2.6635 0.05
H 0.2316 -1.6096 -1.2428 0.01
N -0.2240 1.0449 -0.6806 0.03
H 0.9884 -0.7086 0.9724 0.09
H -0.3642 -1.6606 1.3585 0.13
H 2.4196 2.0236 -1.2859 0.03
```

***

# 2
5 unconnected molecules or ions with the total composition C12H26Cl6N2O2 at a distorted geometry, computed with ωB97M-V/def2-TZVPD.

Results
total charge: 0
energy above the lowest of the compared OMol25 structures with the same formula, charge and spin: 1.573 eV
SMILES string: CN(C)C=O.CN(C)C=O.ClCCCl.ClCCCl.ClCCCl
strongest force on any atom: 3.4 eV/Å
HOMO energy: -9.45 eV

XYZ file:
```
48
Properties=species:S:1:pos:R:3:lowdin_charge:R:1
H 0.5036 2.4065 0.9218 0.03
Cl 5.1238 -3.9993 -0.2091 0.62
C 0.9606 2.7234 -0.0062 -0.69
H -2.9784 5.1803 1.8788 0.09
C -2.1201 4.6372 1.4812 -0.07
C -1.1477 -0.9308 -2.2262 -0.11
Cl 1.9137 5.0183 1.0564 0.56
C 0.9608 -0.9343 2.0025 -0.62
H -3.3374 -0.6928 -3.5298 0.14
C -0.9420 3.7058 3.3282 -0.36
C 0.6537 -2.4430 1.9205 -0.65
H 2.6510 3.7032 -0.7899 0.06
Cl 2.1664 -3.3773 2.1189 0.58
H 3.6571 -2.4753 -1.3179 0.07
O -3.9498 -2.5817 -3.7972 -0.01
H -3.2135 1.9240 1.6266 0.08
H 0.2037 3.3662 -0.4176 0.06
Cl 1.1999 1.3235 -1.0646 0.61
C 2.2356 3.4802 0.1772 -0.63
H -0.3238 4.5711 3.0590 0.11
N -1.8516 3.4904 2.3361 -0.20
H -1.6890 -3.3066 -1.1622 0.08
C -2.9481 2.5748 2.4608 -0.08
H 2.8972 2.9008 0.8295 0.08
H 1.2565 -0.5134 2.9603 0.08
H -0.1302 -0.9051 -2.6369 0.08
C 3.7068 -3.5287 -1.0546 -0.75
Cl -0.6003 -0.1858 1.6386 0.60
H -2.6533 1.9103 3.2849 0.08
H -1.2746 5.3172 1.3856 0.07
H 3.5316 -5.2853 -2.2050 0.06
H -0.0785 -2.6759 2.6804 0.07
N -1.9278 -1.9672 -2.7749 -0.20
H 1.6377 -0.6325 1.2299 0.03
H -1.1307 -0.9897 -1.1271 0.05
H -1.5420 0.0583 -2.5099 0.09
H -0.6717 -3.5788 -2.6118 0.06
C -1.6570 -3.2612 -2.2401 -0.06
Cl 2.2227 -3.6931 -3.4762 0.46
C -3.1131 -1.7776 -3.3561 -0.33
H 4.5306 -4.0382 -3.0654 0.06
O -0.8179 3.0401 4.3251 0.03
H 0.2392 -2.6985 0.9619 0.04
H -3.9005 3.0029 2.7946 0.09
C 3.6835 -4.2362 -2.4234 -0.56
H -2.3305 -4.0537 -2.5437 0.09
H -2.4635 4.2066 0.5391 0.09
H 2.8572 -3.7792 -0.4524 0.00
```

***

# 3
C4H9NO2 in the gas phase at a distorted geometry, computed with ωB97M-V/def2-TZVPD.

Results
total charge: 0
energy above the lowest of the compared OMol25 structures with the same formula, charge and spin: 5.255 eV
strongest force on any atom: 5.0 eV/Å
HOMO energy: -7.70 eV

XYZ file:
```
16
Properties=species:S:1:pos:R:3:lowdin_charge:R:1
H 2.3959 -1.8453 -0.1863 0.07
O 0.5261 1.5524 0.3104 0.08
H 0.4952 2.4845 0.0649 0.13
C -0.5595 0.8185 -0.0667 -0.36
H 0.6980 -0.6115 -1.5387 0.11
H -0.6325 0.0945 1.5162 0.22
H -2.5287 1.1062 -0.2666 0.12
O -2.0169 -1.0444 0.3038 -0.09
H 2.1984 -0.2330 0.4883 0.06
H 1.4460 -1.6157 1.2759 0.08
C 1.6884 -1.1777 0.3065 -0.13
H 0.0422 -1.9645 -0.8328 0.11
C 0.4351 -0.9883 -0.5458 -0.14
N -1.6406 1.4623 -0.6148 0.19
H -1.6372 2.4697 -0.6883 0.11
C -0.9097 -0.5077 0.4739 -0.53
```

***

# 4
C6H10O in the gas phase, computed with ωB97M-V/def2-TZVPD.

Results
total charge: 0
energy above the lowest of the compared OMol25 structures with the same formula, charge and spin: 1.249 eV
SMILES string: C[C@]12CC[C@H]1CO2
strongest force on any atom: 0.4 eV/Å
HOMO energy: -9.40 eV

XYZ file:
```
17
Properties=species:S:1:pos:R:3:lowdin_charge:R:1
C 0.2078 -1.3454 0.4463 -0.08
H 0.3271 -1.5837 1.5064 0.11
H -1.0258 0.6171 -1.5440 0.14
C 1.8583 0.4370 -0.5938 0.00
H -1.5276 -1.7757 -0.8904 0.10
C 0.5554 0.1123 0.0867 -0.49
H 0.7603 -2.0759 -0.1544 0.11
O 0.2596 1.0185 1.1723 -0.06
H 1.8690 1.4791 -0.9316 0.09
H -2.0222 -1.1603 0.6963 0.11
H 2.6899 0.2946 0.1059 0.09
H -1.0185 2.4067 0.2408 0.12
C -0.8577 0.3190 -0.5068 -0.18
C -1.2394 -1.1148 -0.0681 -0.11
C -1.0117 1.3665 0.5946 -0.14
H -1.8421 1.2208 1.2990 0.12
H 2.0175 -0.2157 -1.4592 0.09
```

***

Which HOMO-LUMO gap belongs to each record? In order, 9.4 9.8 7.7 10.5 eV.